Entry 1:
176
Properties=species:S:1:pos:R:3:forces:R:3 method="wB97M-V/def2-TZVPD" e_tot_ev=-138974.3941 total_charge=-1 orbital_gap_ev=8.11 homo_energy_ha=-0.2446
C 1.8708 -4.4909 2.8700 0.4 0.7 -0.9
F 2.2082 -4.6243 1.5375 -1.2 -1.6 1.3
F 1.9141 -5.6621 3.6387 0.4 2.2 -1.9
F 2.8400 -3.6159 3.2124 -1.1 -0.8 1.5
S 0.0598 -3.7610 3.0002 -2.4 -0.8 -1.7
O -0.8924 -4.7393 2.3880 3.1 2.2 0.6
O -0.2308 -3.4880 4.3867 1.0 -0.3 -0.7
N 0.2263 -2.3238 2.0213 1.4 -6.3 -0.3
S 0.0565 -1.1747 2.9546 -1.1 6.5 4.9
O -1.3795 -0.8806 3.0913 1.4 0.2 0.2
O 0.8873 -1.0095 4.2032 -1.5 -0.6 -3.1
C 0.7027 0.3257 1.8780 1.1 -2.0 2.5
F -0.1651 0.6822 1.0157 -1.4 0.5 -2.1
F 0.9394 1.4157 2.6566 0.4 -0.9 -0.4
F 1.8441 -0.1044 1.2675 -0.4 1.0 0.2
C 8.4672 -10.7415 1.4306 0.1 0.1 0.0
O 8.6215 -10.6962 0.2367 0.6 -0.5 -0.9
N 7.4780 -10.0868 2.0350 -2.2 1.0 -0.2
C 6.4415 -9.3966 1.2263 0.2 -0.5 0.2
C 7.3844 -9.9147 3.4358 0.5 -0.5 1.9
H 9.0905 -11.3240 2.1266 0.2 0.0 0.0
H 5.4414 -9.5897 1.6145 0.1 0.1 0.6
H 6.3698 -9.8049 0.2182 0.7 0.2 0.0
H 6.6389 -8.3247 1.2301 -0.1 0.0 -0.2
H 6.4620 -10.2378 3.9185 -0.4 -0.2 -0.6
H 8.1486 -10.5080 3.9379 0.2 -0.2 -0.2
H 7.5547 -8.9153 3.8361 0.0 0.5 -0.6
C -1.1264 -4.6594 -3.1630 -2.3 -4.3 -0.5
O -1.9288 -5.6634 -3.2828 3.0 3.8 0.1
N -0.0514 -4.3942 -3.9493 -1.1 -0.9 0.2
C 0.5595 -3.1325 -3.7520 1.1 1.8 -0.8
C 0.4216 -5.1147 -5.1520 0.2 0.5 1.2
H -1.1827 -3.9819 -2.2969 -0.2 0.0 -0.2
H 0.0416 -2.3928 -4.3625 -0.2 0.5 0.2
H 1.5744 -3.0783 -4.1458 0.2 -0.6 -0.2
H 0.7127 -2.7517 -2.7422 -0.7 -0.5 0.2
H 0.0250 -6.1217 -5.2817 -0.1 0.2 0.4
H 0.2721 -4.5440 -6.0685 -0.2 0.2 0.0
H 1.4863 -5.0971 -4.9190 0.2 -0.7 -0.7
C 7.0290 -2.4054 0.4258 1.0 -0.3 1.4
O 7.8223 -2.5571 1.3558 -0.7 0.3 -1.3
N 7.3349 -2.2029 -0.8807 0.3 -1.0 -0.2
C 8.7520 -2.2639 -1.3206 -0.4 -0.1 0.8
C 6.2642 -2.5229 -1.8218 0.8 0.9 -0.8
H 5.9413 -2.4126 0.5964 0.0 0.0 0.0
H 9.1768 -3.2653 -1.3913 -0.4 -0.4 0.1
H 9.3245 -1.7904 -0.5230 0.0 0.3 -0.3
H 8.9292 -1.8108 -2.2960 -0.4 0.4 0.2
H 6.1623 -3.5537 -2.1611 0.3 -0.3 0.4
H 5.2971 -2.1998 -1.4364 0.2 0.2 -0.1
H 6.5686 -1.9583 -2.7031 -0.7 0.1 -0.3
C 5.4791 -6.4429 11.1766 -2.7 2.1 0.2
O 4.7995 -5.6610 11.8856 1.9 -1.8 -1.4
N 5.1295 -6.7354 9.8737 -0.9 1.2 0.5
C 4.0485 -5.9761 9.1320 1.1 0.1 1.6
C 5.7681 -7.7840 9.1766 0.6 -1.3 -0.6
H 6.4072 -6.9097 11.5411 -0.2 -0.2 -0.2
H 3.1285 -6.5530 9.0379 0.3 -0.3 -0.4
H 4.4843 -5.5858 8.2123 -0.3 -0.4 -0.2
H 3.7699 -5.1063 9.7269 0.2 -0.1 0.2
H 6.3826 -7.4893 8.3259 0.4 0.5 0.2
H 6.3458 -8.3865 9.8776 0.3 0.1 -0.1
H 5.0915 -8.4970 8.7053 -0.6 0.0 0.3
C 5.2528 4.6105 -0.5831 0.2 1.1 0.2
O 5.0569 5.3931 -1.5097 -0.1 -0.9 0.8
N 5.1608 4.9526 0.7472 -1.5 2.1 -1.4
C 5.4684 4.0969 1.8561 -0.6 -0.1 0.0
C 4.4916 6.2897 1.0548 0.6 -0.8 0.3
H 5.5720 3.5728 -0.7662 0.0 0.0 0.2
H 5.8582 3.1540 1.4724 0.1 0.0 0.2
H 4.5556 3.9126 2.4226 -0.1 -0.3 0.1
H 6.1527 4.5767 2.5558 0.3 -0.1 -0.2
H 3.9630 6.7809 0.2378 0.6 -0.6 -0.5
H 3.7103 6.1950 1.8088 0.2 -0.6 0.3
H 5.2394 6.9728 1.4575 0.0 0.1 -0.1
C -7.1922 3.7832 -1.0012 -1.3 4.8 -0.4
O -7.4904 5.0417 -1.1484 1.3 -4.5 -0.2
N -7.1289 3.2441 0.2018 1.2 -0.4 1.1
C -6.9584 1.8343 0.4972 0.2 0.2 -0.3
C -7.2419 4.0320 1.4106 -1.3 0.3 0.6
H -6.9957 3.0702 -1.8169 -0.2 0.3 -0.1
H -6.1859 1.7587 1.2624 -0.1 -0.3 0.0
H -6.6389 1.2528 -0.3676 -0.1 0.2 -0.1
H -7.9145 1.4620 0.8650 0.1 -0.3 0.1
H -8.0662 3.5722 1.9558 -0.5 0.3 0.1
H -6.4626 3.9883 2.1715 0.9 -0.3 -0.7
H -7.4588 5.0818 1.2132 -0.1 -0.3 -0.3
O -6.2309 -7.9317 1.1456 -0.5 0.9 1.5
P -7.0041 -7.5462 2.3649 -0.3 0.1 1.4
N -7.0236 -5.8816 2.8156 -0.3 0.0 -1.7
C -7.6995 -5.3198 4.0130 1.1 -0.7 -0.9
C -6.0992 -4.9473 2.1286 -0.7 0.1 0.0
N -6.4171 -8.2928 3.7889 -1.7 -0.4 0.3
C -7.0920 -8.2911 5.1216 -0.5 0.4 -1.7
C -5.1014 -8.8469 3.8822 0.3 0.3 0.2
N -8.6475 -8.0089 2.3187 0.4 0.2 0.7
C -9.1366 -9.2781 2.9082 0.5 1.2 -0.1
C -9.7080 -7.0611 1.9713 1.0 0.1 -0.4
H -8.5916 -5.8972 4.2556 0.1 0.1 0.1
H -7.9609 -4.2728 3.8593 -0.1 0.0 -0.3
H -6.9523 -5.3396 4.8062 -0.3 0.0 0.5
H -6.5899 -4.0429 1.7688 -0.7 0.0 0.0
H -5.7011 -5.3990 1.2200 0.4 -0.2 0.4
H -5.3474 -4.5242 2.7949 0.5 -0.6 0.1
H -6.4015 -8.0483 5.9292 0.1 -0.1 -0.1
H -7.9006 -7.5603 5.1408 0.1 0.0 0.0
H -7.5897 -9.2491 5.2723 0.3 -0.3 0.4
H -5.0494 -9.6560 4.6108 -0.4 -0.5 -0.3
H -4.7875 -9.1755 2.8915 0.5 0.2 0.3
H -4.4983 -8.0830 4.3730 0.9 0.1 -0.6
H -8.2957 -9.9002 3.2148 -0.1 0.0 -0.2
H -9.7118 -9.0105 3.7945 -0.2 -0.3 0.2
H -9.7877 -9.7928 2.2016 0.1 -0.1 0.0
H -10.0953 -6.4702 2.8013 -0.3 -0.4 0.4
H -10.5033 -7.5954 1.4516 -0.1 0.1 0.0
H -9.2871 -6.3011 1.3130 -0.1 -0.1 -0.3
C -5.0180 12.1199 0.5060 -0.2 0.4 -1.2
C -3.5436 11.7992 0.2242 -0.2 0.4 0.7
C -2.8244 12.0912 1.5785 0.0 0.6 0.0
C -1.4102 11.6050 1.6439 0.0 -0.5 -0.7
C -1.3349 10.1669 1.2022 -0.1 -1.3 -0.6
C -1.9951 9.8221 -0.2304 1.3 0.4 0.8
N -3.3301 10.4065 -0.1726 -1.0 -0.8 1.1
O -4.2078 9.9516 -1.2134 1.0 1.0 -0.5
C -1.0840 10.3366 -1.3956 -0.6 0.8 -1.0
C -2.1216 8.3028 -0.3962 -0.9 0.6 0.1
C -3.0698 12.8233 -0.8176 0.7 1.1 0.6
H -5.5880 11.5274 1.2216 0.4 -0.3 0.0
H -5.5143 12.1378 -0.4643 -0.4 -0.3 0.0
H -5.0619 13.1670 0.8058 0.1 0.0 0.3
H -2.7788 13.1689 1.7353 -0.2 0.3 -0.5
H -3.3735 11.8128 2.4780 -0.4 -0.8 -0.3
H -1.0438 11.6673 2.6686 0.3 0.3 -0.1
H -0.8284 12.1995 0.9395 0.4 0.2 0.3
H -1.7480 9.5414 1.9935 -0.8 -0.1 -0.2
H -0.3061 9.8104 1.2524 0.3 0.2 -0.7
H -0.1868 10.9302 -1.2200 0.0 -0.1 0.9
H -0.7738 9.5891 -2.1257 -0.1 -0.5 0.4
H -1.6817 11.0130 -2.0066 -0.2 0.0 -0.1
H -1.1754 7.8479 -0.1034 -0.3 -0.3 -0.1
H -3.0034 7.9945 0.1655 0.4 -0.4 0.8
H -2.4503 8.0362 -1.4007 0.7 0.1 -0.3
H -3.5011 12.7536 -1.8162 0.1 -0.3 0.1
H -1.9864 12.9428 -0.8236 0.2 -0.9 -0.6
H -3.2448 13.8297 -0.4372 -0.9 0.2 0.0
H -4.8809 9.3891 -0.8235 0.1 0.0 0.5
C 0.3992 5.0638 -7.1579 -0.4 -0.2 0.3
C 1.2710 3.8012 -7.1804 1.0 -0.1 1.0
C 0.6265 2.8324 -8.1641 -1.1 -0.7 1.1
C 1.4587 1.6205 -8.5279 0.3 0.3 -0.8
C 2.6858 2.1307 -9.2867 -0.3 0.2 0.2
C 3.4638 3.2204 -8.4762 0.7 0.0 0.4
N 2.6246 4.1810 -7.7132 -2.4 -0.6 -1.2
O 3.2594 5.1865 -6.9719 0.2 -0.6 -0.5
C 4.4058 2.4789 -7.5168 1.8 0.2 0.5
C 4.3587 4.0163 -9.4619 0.9 -0.5 0.0
C 1.3331 3.1074 -5.7164 0.0 0.3 -0.5
H 0.1366 5.2942 -8.1904 0.4 0.5 0.0
H 0.8313 5.8966 -6.6030 0.3 0.0 -0.4
H -0.5697 4.9094 -6.6831 0.0 -0.5 0.2
H -0.2777 2.4944 -7.6579 -0.1 -0.2 0.2
H 0.1797 3.3551 -9.0098 0.7 0.1 -0.5
H 0.8840 0.9099 -9.1219 -0.1 0.2 -0.4
H 1.7678 0.9892 -7.6949 0.1 0.5 0.5
H 2.4402 2.4845 -10.2880 -0.5 0.4 0.1
H 3.3362 1.2863 -9.5151 0.4 0.1 0.3
H 4.9904 1.6711 -7.9570 -0.4 -0.2 -0.4
H 5.2121 3.1618 -7.2493 0.0 0.4 0.2
H 4.1002 2.1107 -6.5374 -0.9 0.0 -0.3
H 3.9106 4.6174 -10.2532 -0.7 0.0 0.4
H 5.1042 4.6187 -8.9429 -0.4 0.3 0.2
H 4.9925 3.3217 -10.0132 0.0 -0.5 0.0
H 2.0899 2.3276 -5.6318 0.3 0.2 -0.2
H 0.4299 2.5961 -5.3833 -0.5 0.1 -0.7
H 1.4600 3.8036 -4.8873 0.5 0.4 -0.2
H 3.4056 4.8159 -6.0984 0.3 -0.2 0.5



Entry 2:
157
Properties=species:S:1:pos:R:3:forces:R:3 method="wB97M-V/def2-TZVPD" relative_energy_kj_mol=58.90 smiles=CC1(C)CCCC(C)(C)N1O.CC1(C)CCCC(C)(C)N1O.CC1(C)CCCC(C)(C)N1O.CC1(C)CCCC(C)(C)N1O.COC[C@H](C)N.OCCO.OCCO e_tot_ev=-73100.9761 orbital_gap_ev=8.01 homo_energy_ha=-0.2859
C 9.3516 -0.9266 -4.6788 -0.9 -1.2 1.7
C 8.3132 -1.2043 -3.5123 1.9 -1.8 -1.7
C 8.9405 -1.9487 -2.3238 1.0 -0.6 -0.8
O 8.0017 -2.3193 -1.3669 -1.0 0.2 1.1
C 8.4202 -3.2911 -0.4057 0.1 0.4 -0.3
N 7.7775 0.0159 -3.1333 -1.3 2.0 1.7
H 9.7748 -1.8955 -4.9438 0.0 0.1 -0.5
H 10.1666 -0.3131 -4.2948 -0.1 0.3 -0.1
H 8.7922 -0.4451 -5.4810 0.4 -0.1 0.0
H 7.5070 -1.8104 -3.9254 0.0 -0.2 0.0
H 9.7067 -1.2777 -1.9357 0.2 0.2 0.5
H 9.4734 -2.8552 -2.6109 0.2 -0.2 -0.5
H 7.6740 -3.3878 0.3829 -0.4 0.0 -0.4
H 9.3227 -3.0161 0.1402 0.4 0.3 -0.3
H 8.5818 -4.2458 -0.9062 0.0 -0.2 0.1
H 8.5055 0.6043 -2.7539 0.6 0.4 -0.4
H 7.3125 -0.1983 -2.2627 -1.0 0.2 0.2
C 0.8893 -3.7788 8.2785 -0.3 -0.5 1.9
C 1.2863 -3.0451 9.6013 -1.3 -1.0 -0.1
O 2.0713 -3.8792 10.5119 0.3 1.1 -1.3
O 1.9269 -3.8217 7.3638 0.7 0.2 -0.7
H -0.0311 -3.4170 7.8200 0.2 0.5 0.0
H 0.6864 -4.8128 8.5573 -0.5 -0.3 0.3
H 0.3886 -2.7818 10.1608 -0.3 0.1 -0.2
H 1.7363 -2.0993 9.2997 0.8 -0.3 0.5
H 1.5224 -4.6137 10.7962 -0.2 0.1 -0.1
H 2.5809 -4.3747 7.7977 0.5 0.0 -0.3
C 1.8238 -0.9423 0.9915 0.0 0.7 -2.0
C 0.6827 -0.6004 -0.0228 -0.1 -1.1 1.0
O -0.4245 -1.4973 0.2022 0.4 0.1 -0.5
O 1.3635 -0.7309 2.2785 -0.6 -0.4 1.3
H 2.7146 -0.3282 0.8593 0.0 0.3 -0.5
H 2.1669 -1.9680 0.8562 -0.3 -0.2 -0.2
H 0.9923 -0.7597 -1.0557 0.1 0.0 0.1
H 0.2936 0.4133 0.0734 0.4 0.3 0.2
H -0.6377 -1.5034 1.1382 0.1 0.2 0.2
H 1.7450 -1.4505 2.7868 -0.2 0.2 0.5
C -1.4049 -6.3868 -5.2921 -0.2 0.9 -0.4
C -1.1266 -7.1461 -6.5961 -2.7 0.3 1.4
C -1.3286 -8.6492 -6.2771 0.2 -0.5 0.2
C -2.7372 -9.2172 -6.2640 0.3 0.3 -0.6
C -3.3623 -8.8740 -7.5717 -1.0 0.4 -0.3
C -3.4800 -7.3389 -7.8229 0.7 -1.2 -0.6
N -2.1169 -6.7021 -7.6563 -0.4 -2.2 -1.0
O -2.2774 -5.3261 -7.7875 0.6 0.1 0.5
C -3.9293 -7.2468 -9.3495 -0.6 0.6 0.7
C -4.6071 -6.7574 -6.9168 0.6 0.0 -1.0
C 0.2701 -6.8989 -7.0008 2.3 -0.3 0.1
H -1.0291 -6.8671 -4.3887 0.1 0.1 -0.2
H -2.4759 -6.2162 -5.1834 -0.1 -0.2 0.3
H -0.9568 -5.4027 -5.4296 0.0 0.2 0.5
H -0.6185 -9.1172 -6.9589 -0.5 -0.9 -0.1
H -1.0973 -8.9792 -5.2643 1.4 1.0 0.2
H -3.3136 -8.8457 -5.4168 0.0 0.6 0.0
H -2.7195 -10.2802 -6.0236 0.2 -0.2 -0.5
H -4.3773 -9.2710 -7.5852 -0.2 0.0 -0.4
H -2.8164 -9.3129 -8.4068 0.1 -0.1 0.1
H -3.8817 -6.2612 -9.8125 0.4 0.2 0.4
H -3.4779 -7.9346 -10.0645 0.5 -0.1 0.5
H -4.9949 -7.4727 -9.3872 -0.2 -0.2 0.1
H -4.6424 -5.6968 -7.1658 -0.5 0.1 0.4
H -5.5367 -7.2411 -7.2170 -0.1 0.2 0.0
H -4.5071 -6.9205 -5.8438 0.3 0.1 -0.1
H 0.5854 -7.3807 -7.9264 -0.3 0.2 -0.2
H 0.9259 -7.3391 -6.2497 -0.1 -0.7 0.3
H 0.7149 -5.9083 -6.9068 -0.9 0.6 -0.7
H -2.6181 -5.0923 -6.9210 -0.2 0.9 0.3
C 7.8891 2.2999 3.4567 -1.0 -1.3 -1.3
C 7.9177 3.8098 3.2147 0.1 0.2 1.2
C 9.0324 3.9985 2.1838 1.5 2.5 -0.7
C 9.0496 5.4399 1.5047 0.3 -1.5 1.7
C 7.7565 5.6277 0.8530 -2.0 0.2 0.6
C 6.5102 5.4642 1.8892 -0.3 -0.7 -1.4
N 6.6345 4.2360 2.6855 1.5 -0.6 -2.2
O 5.5512 3.9449 3.5108 0.0 0.5 0.6
C 6.3039 6.6741 2.7618 0.4 1.3 0.5
C 5.2647 5.2511 1.0194 -0.4 0.8 0.3
C 8.2753 4.5751 4.5130 0.8 -0.2 0.6
H 7.3098 1.9195 2.6154 -0.3 0.0 -0.4
H 7.3530 1.8176 4.2740 0.3 0.7 0.7
H 8.8191 1.7719 3.2462 0.4 0.4 0.7
H 9.9927 3.9189 2.6931 0.0 -0.3 0.4
H 9.1231 3.2974 1.3541 -0.8 -0.4 0.1
H 9.8794 5.6136 0.8196 0.1 -0.4 0.0
H 9.0763 6.2447 2.2394 0.5 -0.2 0.4
H 7.6090 4.9338 0.0254 -0.1 0.0 -0.1
H 7.8190 6.6550 0.4941 -0.9 0.1 -0.4
H 6.2854 7.6087 2.2012 0.3 0.0 -0.3
H 5.3682 6.7499 3.3157 -0.1 -0.8 0.0
H 7.1068 6.7425 3.4959 0.0 0.2 0.0
H 5.3265 4.4349 0.2997 0.2 0.0 0.2
H 4.4140 5.1024 1.6845 -0.1 -0.2 -0.1
H 5.0428 6.1788 0.4918 0.1 0.0 -0.3
H 8.7884 5.5220 4.3449 -0.1 0.1 -0.2
H 8.9708 3.9840 5.1087 0.3 -0.2 -0.1
H 7.4662 4.7656 5.2181 -0.5 -0.1 -0.5
H 5.3214 3.0490 3.2537 -0.3 -0.1 -0.1
C -7.1063 1.8299 10.2019 0.8 -0.1 0.0
C -6.9091 1.8897 8.6956 -0.6 -0.7 -2.0
C -7.4996 3.2730 8.2059 1.2 0.3 -0.1
C -6.9523 3.7804 6.8703 -0.2 -1.7 -0.2
C -5.4243 3.6789 6.7473 -0.6 -0.8 -0.1
C -4.7541 2.3050 7.1752 -1.7 -0.3 0.4
N -5.4299 1.7878 8.3941 -1.9 2.3 0.0
O -4.8970 0.5665 8.8167 0.2 0.1 0.2
C -4.8437 1.2833 6.0326 -0.2 0.3 -1.2
C -3.3317 2.5956 7.5867 0.5 0.0 -0.7
C -7.7159 0.7260 7.9094 0.7 1.9 0.1
H -6.6701 0.9267 10.6284 -0.4 -0.3 -0.1
H -8.1529 1.9466 10.4832 0.1 -0.1 0.0
H -6.5063 2.6247 10.6451 -0.2 0.3 0.0
H -8.5801 3.2135 8.0757 0.0 -0.2 0.5
H -7.2409 4.0458 8.9297 -0.2 -0.1 0.5
H -7.3230 4.7587 6.5642 0.2 0.3 0.5
H -7.4571 3.1385 6.1484 0.4 -0.3 -0.6
H -4.9957 4.5225 7.2883 0.3 -0.1 0.0
H -5.2396 3.7768 5.6776 0.5 0.3 0.0
H -4.5075 0.2662 6.2344 0.0 0.2 0.5
H -5.8398 1.2178 5.5947 -0.4 -0.1 0.5
H -4.3088 1.6047 5.1390 0.6 0.3 0.1
H -3.3275 3.0872 8.5596 0.1 0.2 -0.1
H -2.6863 1.7176 7.6132 -0.2 -0.2 0.2
H -2.9119 3.2307 6.8066 0.3 0.3 0.2
H -7.3963 -0.2757 8.1967 -0.2 0.1 -0.1
H -7.5443 0.9319 6.8529 0.5 -0.5 -0.1
H -8.7923 0.8963 7.9311 -0.1 -0.3 0.8
H -4.3766 0.9606 9.5206 0.5 -1.0 0.4
C -5.4808 2.3408 -2.6259 -0.3 -0.2 0.4
C -5.5449 2.7189 -4.0977 -1.3 0.8 0.3
C -5.5734 4.2699 -4.1326 -0.1 -0.2 -0.6
C -5.1730 4.8214 -5.4668 0.8 1.5 0.1
C -3.7651 4.3619 -5.8348 -1.5 -0.6 -0.3
C -3.7244 2.8165 -5.8920 0.6 -0.4 -0.8
N -4.3928 2.1848 -4.7416 1.5 2.8 -0.5
O -4.2372 0.8152 -4.6388 0.1 -0.3 0.0
C -4.3682 2.3324 -7.2235 0.7 0.8 0.8
C -2.2237 2.4793 -5.9306 0.0 0.1 0.1
C -6.8868 2.1799 -4.7070 0.8 -0.5 -0.4
H -5.3851 1.2597 -2.5251 -0.6 0.0 0.2
H -6.3576 2.7635 -2.1353 -0.3 -0.5 0.2
H -4.6448 2.7590 -2.0654 0.3 0.3 -0.5
H -6.5733 4.6393 -3.9049 -0.2 -0.3 0.2
H -4.9118 4.7604 -3.4186 0.2 -0.5 0.4
H -5.0665 5.8975 -5.3302 -0.3 0.3 0.0
H -5.9242 4.7433 -6.2527 0.1 -0.6 -0.1
H -3.0084 4.7825 -5.1727 -0.2 -0.2 0.4
H -3.5614 4.8031 -6.8105 0.3 -0.4 -0.2
H -3.7282 2.7851 -7.9808 -0.4 -0.2 -0.5
H -4.3448 1.2455 -7.3023 -0.1 0.1 0.0
H -5.3774 2.7431 -7.2534 0.0 -0.3 -0.4
H -1.6953 3.0854 -6.6665 -0.4 -0.3 -0.8
H -1.6928 2.8694 -5.0622 -0.3 -0.7 0.7
H -2.0799 1.4167 -6.1261 0.4 0.1 0.2
H -7.7605 2.5097 -4.1450 0.0 -0.3 0.0
H -6.7856 1.1003 -4.8186 -0.3 -0.3 1.0
H -7.0505 2.3544 -5.7704 0.2 1.1 -0.1
H -3.6801 0.8115 -3.8570 0.3 -0.9 0.1